ORCA calculation (the ωB97M-V functional and the def2-TZVPD basis) on a structure of composition C33H47N4O6P2PtS at a distorted geometry.

```
94
C33H47N4O6P2PtS (the ωB97M-V functional and the def2-TZVPD basis)
Pt 0.1799 -0.9144 0.2284
C 3.6330 -3.5566 -4.9035
C 4.2640 -3.2635 -3.5656
C 5.1943 -4.3466 -3.0897
O 3.1693 -3.1763 -2.5513
P 2.4759 -1.8844 -2.0723
O 1.2775 -2.2702 -1.2373
C 1.9015 -0.8688 -3.4273
P 0.9747 0.5396 -2.7921
O 0.1294 0.1404 -1.6069
O 0.1132 1.0985 -3.9469
C -0.0581 0.5873 -5.3305
C -0.3900 1.7801 -6.1865
C -1.1194 -0.4877 -5.3489
O 1.9669 1.6551 -2.3645
C 2.8227 2.3694 -3.3526
C 4.2469 2.2705 -2.8726
C 2.3049 3.7810 -3.4594
O 3.5168 -0.9423 -1.4074
C 4.1020 -1.1520 -0.0627
C 5.5853 -1.3598 -0.2317
C 3.7637 0.0586 0.7686
H 4.4158 -3.7385 -5.6400
H 3.0190 -2.7292 -5.2641
H 3.0130 -4.4520 -4.8385
H 4.7815 -2.3008 -3.5779
H 4.6588 -5.2944 -3.0178
H 5.6214 -4.1098 -2.1158
H 6.0106 -4.4662 -3.8021
H 1.2247 -1.4989 -4.0100
H 2.7311 -0.5222 -4.0495
H 0.8982 0.1738 -5.6557
H -1.3777 2.1723 -5.9373
H -0.3947 1.4803 -7.2352
H 0.3472 2.5736 -6.0631
H -2.1065 -0.0515 -5.1885
H -0.9529 -1.2501 -4.5844
H -1.1230 -0.9803 -6.3219
H 2.7171 1.8646 -4.3186
H 4.3691 2.8193 -1.9367
H 4.9141 2.7063 -3.6165
H 4.5393 1.2325 -2.7078
H 2.2564 4.2319 -2.4666
H 1.3105 3.8081 -3.9058
H 2.9786 4.3755 -4.0772
H 3.6483 -2.0506 0.3650
H 6.0381 -0.4892 -0.7103
H 5.7966 -2.2386 -0.8407
H 6.0536 -1.4979 0.7437
H 4.2196 0.9525 0.3374
H 4.1434 -0.0733 1.7834
H 2.6890 0.2269 0.8182
C -1.1806 5.1337 3.0227
N -1.8838 4.6820 1.8005
C -2.9206 5.3225 1.2554
C -3.3417 4.5737 0.1642
N -2.5389 3.5086 0.0769
C -1.5984 3.5260 1.0934
S -0.3200 2.4932 1.3847
C -2.7428 2.4063 -0.8675
C -3.2051 2.6273 -2.1507
C -3.4053 1.4863 -2.9427
C -3.1325 0.2217 -2.4124
C -2.6487 0.1797 -1.1210
N -2.4619 1.2407 -0.3570
H -1.3272 6.2046 3.1180
H -0.1249 4.9067 2.9313
H -1.5991 4.6268 3.8858
H -3.3131 6.2461 1.6508
H -4.1580 4.7516 -0.5178
H -3.3887 3.6212 -2.5361
H -3.7643 1.5970 -3.9571
H -3.2820 -0.6837 -2.9827
H -2.4365 -0.7640 -0.6330
C 1.7598 -4.5397 1.4394
C 2.3904 -4.1155 2.6003
C 2.0891 -2.8698 3.1386
C 1.1837 -2.0782 2.4800
N 0.6196 -2.4770 1.2944
C 0.8855 -3.6940 0.7901
C 0.5678 -0.8119 2.9154
C 0.5995 -0.1838 4.1423
C -0.3291 0.8463 4.4552
C -1.2924 1.2146 3.5605
C -1.3158 0.6367 2.2412
C -0.3005 -0.3343 1.9402
H 1.9356 -5.5257 1.0334
H 3.0987 -4.7626 3.1017
H 2.5480 -2.5328 4.0591
H 0.3842 -3.9724 -0.1197
H 1.3105 -0.5025 4.8970
H -0.3112 1.2882 5.4421
H -2.0637 1.9176 3.8465
H -2.1414 0.8017 1.5505
```

Calculated values
* E: -85868.892 eV
* highest occupied orbital energy (spin up / spin down): -16.28 / -16.28 eV
* total charge: +3
* 2S+1: 1
* ΔE to the lowest compared entry with this formula, charge and spin: 4.0999 eV
* Kohn-Sham gap (spin up / spin down): 0.21245 / 0.21242 Ha